1.
2 unconnected molecules or ions with the total composition S2. Source: the Open Molecules 2025 dataset; level of theory: ωB97M-V with the def2-TZVPD basis set.

Geometry as XYZ:
```
2
Properties=species:S:1:pos:R:3:forces:R:3
S 0.0000 0.0000 1.4432 0.0 0.0 -4.8
S 0.0000 0.0000 -1.4432 0.0 0.0 4.8
```
Positions in Å, forces in eV/Å.

2.
A single C26H27N3O5 molecule. Source: the Open Molecules 2025 dataset; level of theory: ωB97M-V with the def2-TZVPD basis set.

Geometry as XYZ:
```
61
Properties=species:S:1:pos:R:3:forces:R:3
C -7.3386 -0.0911 -0.9048 -0.2 0.0 -0.1
O -5.9875 -0.0912 -0.5163 0.3 -0.1 0.1
C -5.4291 -1.2446 -0.0813 0.2 -0.1 0.0
C -6.0760 -2.4772 -0.0635 -0.2 0.3 -0.1
C -5.4075 -3.6123 0.3605 0.2 0.0 0.1
C -4.0868 -3.5435 0.7644 0.0 -0.2 0.0
C -3.4331 -2.3241 0.7487 -0.2 0.1 -0.1
C -4.0883 -1.1719 0.3362 -0.3 0.0 0.1
C -3.4069 0.1570 0.3956 0.1 0.0 0.0
O -3.9097 1.1426 0.8856 0.0 0.1 0.0
N -2.1489 0.1019 -0.1411 0.2 -0.5 -0.2
C -1.1739 1.0637 -0.2424 0.9 -0.2 -0.1
C 0.1256 0.7524 -0.6204 -1.2 0.2 0.4
C 0.6092 -0.5880 -0.9275 0.3 -0.1 -0.2
O -0.2004 -1.5265 -0.9042 -0.2 0.0 0.1
N 1.9030 -0.8088 -1.2610 -0.2 -0.1 -0.1
C 2.9746 0.1588 -1.1810 0.3 0.5 0.3
C 3.4148 0.4242 0.2683 0.1 -0.1 -0.2
N 4.6355 1.2100 0.2958 -0.1 0.0 0.0
C 5.3901 0.9961 1.5135 0.0 0.0 -0.1
C 4.3763 2.6197 0.0877 0.1 -0.1 0.0
C 2.2957 -2.1759 -1.5805 0.0 -0.1 0.0
C 3.2190 -2.7515 -0.5607 -0.7 -0.3 0.5
C 2.9862 -3.2880 0.6723 0.0 0.2 -0.6
C 4.2558 -3.6180 1.2063 0.4 0.1 -0.2
C 5.1631 -3.2577 0.2595 0.1 -0.3 0.8
O 4.5472 -2.7325 -0.8116 0.0 0.2 -0.4
O 0.8972 1.8871 -0.6817 0.3 0.2 -0.1
C 0.1008 2.9204 -0.3402 -0.9 0.0 0.2
C 0.4746 4.2545 -0.2738 0.2 -0.1 -0.1
C -0.4994 5.1623 0.0858 0.1 -0.1 0.0
C -1.8039 4.7515 0.3692 -0.1 0.0 0.0
C -2.1760 3.4273 0.3058 -0.1 0.1 0.0
C -1.2092 2.4859 -0.0520 0.5 0.2 -0.1
H -7.9940 -0.4039 -0.0858 0.0 0.0 0.0
H -7.5647 0.9401 -1.1711 0.0 -0.1 0.0
H -7.5082 -0.7348 -1.7748 0.0 0.0 0.1
H -7.1042 -2.5610 -0.3783 -0.1 0.0 0.0
H -5.9291 -4.5580 0.3713 0.0 -0.1 0.0
H -3.5690 -4.4314 1.0919 0.0 -0.1 0.0
H -2.4066 -2.2639 1.0788 0.1 0.0 0.0
H -1.7894 -0.8075 -0.4529 -0.2 0.2 0.0
H 2.6694 1.0863 -1.6641 0.2 -0.1 0.0
H 3.8323 -0.2436 -1.7231 -0.1 0.0 0.0
H 3.6148 -0.5374 0.7452 0.0 0.0 0.0
H 2.5985 0.9103 0.8262 0.0 -0.1 0.0
H 6.3196 1.5607 1.4553 0.1 0.0 0.1
H 5.6335 -0.0617 1.6049 0.0 0.0 0.1
H 4.8455 1.3125 2.4169 0.0 0.0 0.0
H 3.8587 2.7598 -0.8581 0.0 0.1 -0.1
H 5.3255 3.1519 0.0442 0.0 0.1 0.0
H 3.7628 3.0575 0.8913 0.0 0.0 0.0
H 1.3757 -2.7635 -1.6278 0.3 0.1 -0.1
H 2.7919 -2.1796 -2.5561 -0.1 0.0 0.1
H 2.0306 -3.4280 1.1341 -0.3 0.0 0.0
H 4.4587 -4.0618 2.1593 0.1 -0.1 0.2
H 6.2324 -3.3244 0.2273 0.1 0.0 -0.1
H 1.4859 4.5556 -0.4966 0.1 0.0 0.0
H -0.2485 6.2106 0.1495 0.0 0.1 0.0
H -2.5367 5.4944 0.6458 -0.1 0.0 0.0
H -3.1790 3.1086 0.5353 0.0 0.0 0.0
```
Positions in Å, forces in eV/Å.

3.
A molecular structure, C13H19ClHfN2O2S. Source: the Open Molecules 2025 dataset; level of theory: ωB97M-V with the def2-TZVPD basis set.

Geometry as XYZ:
```
39
Properties=species:S:1:pos:R:3:forces:R:3
Cl 3.1658 -2.9606 -2.3166 -0.7 1.4 0.8
C 2.7224 0.0963 1.7174 1.7 0.9 -0.4
C 2.4689 1.4547 1.3139 1.7 -0.1 -0.1
C 3.0231 1.6497 -0.0196 0.9 -1.7 1.3
H 2.2270 2.2784 1.9970 -0.6 -0.5 -0.5
C 3.6512 0.3916 -0.4184 1.1 0.9 1.8
C 3.4523 -0.5735 0.6590 0.0 2.2 0.2
H 3.9308 -1.5350 0.6949 -0.3 -0.4 -0.1
H 2.6202 -0.2691 2.7411 -0.5 -0.1 -0.5
H 3.1291 2.5786 -0.5463 -0.2 0.3 -0.2
C 4.5234 0.1982 -1.6033 -0.2 -0.4 -0.5
Hf 1.4015 0.0442 -0.2557 -2.8 -2.5 0.2
C 0.3331 1.1261 -1.9990 -4.6 3.8 -5.3
O -0.3943 1.6539 -2.7498 4.1 -3.0 4.2
C 0.9944 -2.2726 -0.8055 -1.1 -4.8 -1.7
O 0.5348 -3.3125 -1.0714 1.2 4.4 1.6
H 4.1775 0.8448 -2.4179 0.3 -0.2 0.0
H 4.4629 -0.8562 -1.9109 0.2 0.3 -0.1
H 5.5695 0.4568 -1.3618 -0.5 0.0 0.1
C -1.3502 -1.7425 1.9192 0.3 -0.7 0.3
N -2.1650 -1.0557 0.9351 0.4 1.2 -0.4
C -3.3326 -1.7970 0.4640 -0.9 -1.0 0.0
C -1.8669 0.2334 0.6601 -2.6 -0.9 -0.8
S -0.3830 0.8990 1.3107 0.6 0.0 -0.3
N -2.7355 1.0397 0.0022 1.3 -1.2 0.3
C -3.7880 0.6623 -0.9532 -0.9 0.3 -0.7
C -2.4897 2.4674 0.0386 -0.2 0.4 -0.2
H -1.8220 -2.7178 2.1076 0.5 0.5 0.1
H -1.2972 -1.1489 2.8349 0.0 -0.3 0.0
H -0.3405 -1.8915 1.5301 0.0 -0.3 0.3
H -4.3033 -1.2992 0.6599 0.7 -0.1 -0.1
H -3.2525 -2.0853 -0.6015 0.0 0.2 0.6
H -3.3518 -2.7484 1.0229 -0.1 0.6 -0.3
H -4.7877 1.0044 -0.5830 0.9 -0.2 -0.3
H -3.5670 1.1722 -1.9181 -0.2 -0.2 0.7
H -3.8409 -0.3976 -1.1890 0.1 0.4 0.2
H -2.5126 2.8117 1.0732 -0.1 0.2 -0.2
H -1.5152 2.6841 -0.3976 -0.1 0.3 -0.1
H -3.2918 2.9158 -0.5631 0.4 0.2 0.4
```
Positions in Å, forces in eV/Å.

Calculated values
net charge: +2

4.
A molecular structure, C4H7NO2. Source: the Open Molecules 2025 dataset; level of theory: ωB97M-V with the def2-TZVPD basis set.

Geometry as XYZ:
```
14
Properties=species:S:1:pos:R:3:forces:R:3
C -1.4464 -0.9408 0.0349 -0.1 0.0 0.1
C -0.2903 -0.2041 -0.6300 -0.2 0.2 0.0
C 0.0869 1.0121 0.2106 -0.2 0.0 0.1
N 1.2153 0.6868 0.9769 0.1 -0.2 0.2
C 1.7200 -0.4811 0.4363 0.3 0.0 0.2
O 2.7113 -1.0791 0.7403 -0.3 0.2 -0.1
O 0.8962 -0.9602 -0.5946 0.0 -0.1 -0.1
H -1.2349 -1.1147 1.0945 0.0 0.0 -0.1
H -1.5848 -1.9104 -0.4491 0.0 0.1 0.0
H -2.3767 -0.3706 -0.0519 0.1 0.0 0.0
H -0.5296 0.0453 -1.6663 0.0 0.0 0.1
H -0.6896 1.6087 0.6918 0.1 -0.1 -0.1
H 0.4078 2.0013 -0.7263 0.0 -0.1 0.0
H 1.0985 1.7180 -0.1332 0.0 0.1 -0.2
```
Positions in Å, forces in eV/Å.

Summary of calculated total energy in eV
-21664.0864 -42107.4464 -45510.2625 -9842.7083
(order as listed above)
Summary of maximum force in eV/A
4.78 1.29 7.96 0.35
(order as listed above)